236
Properties=species:S:1:pos:R:3:forces:R:3:lowdin_charge:R:1 method="wB97M-V/def2-TZVPD" total_charge=0 homo_ev=-8.28 orbital_gap_ev=8.49
C 16.31539 17.60412 16.35099 -0.68 0.46 0.07 -0.08
C 17.48255 17.67354 15.37681 -1.35 -0.73 -0.06 -0.30
O 18.64771 17.15114 15.97735 0.25 0.14 -0.09 -0.09
H 16.53800 18.17633 17.25302 0.06 -0.10 -0.03 0.04
H 15.96126 16.61364 16.64425 0.67 -0.24 -0.04 0.07
H 15.41099 18.04354 15.91482 0.22 0.29 -0.13 0.08
H 17.58171 18.70458 15.01680 0.35 -0.11 0.12 0.12
H 17.23486 17.02894 14.52294 -0.04 0.34 -0.13 0.10
H 18.98250 16.51971 15.33609 0.43 -0.10 0.25 0.05
C 14.91958 10.54178 13.51235 0.34 1.76 -0.15 -0.07
C 14.14762 11.27398 14.62643 0.20 -2.32 1.18 -0.29
O 14.82201 12.29970 15.37282 -0.35 0.55 -1.26 -0.10
H 14.61522 9.50392 13.41382 0.00 -0.03 0.19 0.07
H 15.98702 10.64123 13.72146 0.03 -0.43 0.08 0.08
H 14.76988 11.04595 12.55423 -0.06 -0.12 -0.08 0.06
H 14.06502 10.52039 15.41737 -0.50 -0.20 -0.18 0.08
H 13.12662 11.47067 14.29775 0.07 0.71 0.13 0.12
H 14.39642 13.13768 15.16275 0.22 0.07 0.05 0.08
C 24.10143 17.74219 20.01448 -0.81 1.29 -0.50 -0.13
O 25.43516 17.34173 19.75938 -0.79 -0.28 -0.11 -0.18
C 25.66831 16.79157 18.44905 0.06 0.90 1.14 -0.20
C 26.95461 16.02056 18.57944 0.40 -2.15 -0.74 -0.20
N 26.79213 14.79804 19.36927 -0.53 -0.25 0.62 -0.07
C 27.94966 13.91401 19.38284 0.31 0.23 -0.13 -0.21
C 27.75291 12.75753 20.33877 -0.15 0.13 0.46 -0.22
O 27.96110 13.23114 21.66519 -0.14 0.06 -0.38 -0.19
C 27.89805 12.18876 22.59821 0.38 0.13 0.41 -0.12
H 24.00382 18.21018 20.99165 0.41 -0.39 0.26 0.07
H 23.26480 17.04774 19.87709 0.64 -0.97 0.18 0.07
H 23.73270 18.53929 19.35366 0.60 0.21 -0.34 0.08
H 25.76624 17.59640 17.71287 0.11 0.15 0.03 0.12
H 24.79424 16.21002 18.14774 0.24 -0.50 0.02 0.11
H 27.84390 16.55462 18.93093 -0.36 0.73 -0.05 0.12
H 27.22010 15.58212 17.60851 0.01 0.61 -0.30 0.12
H 26.56789 15.02824 20.33193 -0.02 0.14 -0.03 0.11
H 28.86560 14.44622 19.67665 0.12 -0.01 0.13 0.12
H 28.16042 13.53357 18.37978 -0.29 -0.04 -0.09 0.12
H 28.43712 11.91446 20.18703 0.09 0.14 -0.40 0.12
H 26.72580 12.37847 20.25962 0.04 -0.08 -0.12 0.10
H 28.13984 12.64797 23.55853 -0.28 -0.20 0.07 0.09
H 28.66401 11.42303 22.41029 -0.07 0.00 -0.15 0.09
H 26.91691 11.69953 22.61950 -0.02 0.09 0.07 0.07
C 15.57178 13.37018 21.52544 0.80 -0.49 0.79 -0.10
O 15.08472 12.29815 20.76829 -0.39 -0.28 -0.07 -0.21
C 14.65819 11.16336 21.49754 -1.36 -0.44 -0.95 -0.18
C 14.02043 10.19174 20.44801 1.10 1.19 -0.16 -0.17
N 14.47682 8.81323 20.57066 -0.56 0.23 0.56 -0.07
C 13.98435 8.10914 21.77401 0.46 -0.76 -1.56 -0.17
C 14.89144 6.90323 22.02686 -0.32 1.10 1.56 -0.19
O 16.15423 7.37278 22.49945 -0.84 -0.91 -0.67 -0.24
C 16.83488 6.43249 23.28567 0.97 -0.08 0.78 -0.10
H 16.53925 13.05564 21.95070 0.22 0.61 -0.29 0.08
H 15.00833 13.62669 22.43385 -0.62 -0.04 -0.40 0.09
H 15.65065 14.21951 20.84988 0.22 0.05 0.19 0.09
H 13.86903 11.47585 22.18689 0.27 0.00 0.47 0.12
H 15.44030 10.58425 21.99820 0.27 0.52 0.19 0.10
H 14.37087 10.57565 19.48668 0.30 -0.18 -0.05 0.09
H 12.95694 10.40392 20.35425 -0.21 -0.84 0.39 0.09
H 15.49059 8.87342 20.60749 0.07 -0.12 0.04 0.10
H 13.05245 7.62428 21.46971 -0.42 0.42 0.34 0.12
H 13.84496 8.78953 22.61402 0.08 -0.28 0.33 0.12
H 14.91513 6.29906 21.11750 0.39 -0.11 0.02 0.13
H 14.48464 6.34427 22.87535 -0.39 -0.35 -0.35 0.12
H 16.24755 6.03831 24.12229 -0.38 0.04 -0.20 0.10
H 17.67190 6.95335 23.75657 -0.31 -0.06 -0.16 0.05
H 17.27597 5.58522 22.75134 -0.33 -0.02 -0.41 0.10
C 21.72191 19.78140 24.02156 0.10 -1.14 0.38 -0.06
C 21.57131 18.49242 23.19896 -0.68 0.59 -0.57 -0.41
C 20.45187 17.60718 23.77673 -0.07 -0.07 0.66 -0.22
O 20.08653 16.61777 22.83682 0.35 0.00 0.57 -0.21
C 19.22467 15.63814 23.37363 0.86 -1.15 -1.54 -0.10
N 21.26042 18.82522 21.78521 -0.27 -0.71 0.41 0.05
H 22.70244 20.24145 23.92047 -0.14 0.20 -0.46 0.07
H 21.66231 19.51031 25.08041 -0.24 0.18 0.07 0.07
H 20.90087 20.44694 23.76228 0.15 0.25 0.09 0.07
H 22.50572 17.93137 23.14645 0.01 -0.10 0.40 0.13
H 19.52669 18.12244 24.07524 0.17 0.70 -0.37 0.12
H 20.77426 17.18582 24.74127 0.30 -0.42 -0.20 0.12
H 19.20396 14.87282 22.58744 -0.54 0.20 -0.17 0.06
H 18.21183 16.00422 23.54221 0.06 0.05 0.50 0.09
H 19.70579 15.03536 24.15114 -0.30 0.68 0.75 0.09
H 20.25351 19.00645 21.78203 0.13 0.31 -0.14 0.02
H 21.24822 17.89332 21.36574 0.24 0.23 -0.47 0.05
C 20.06578 15.73553 19.42644 0.79 0.29 -1.02 -0.04
C 19.55231 14.31059 19.40781 -1.29 -0.10 1.33 -0.41
C 18.19016 14.17821 18.69818 1.64 0.02 -1.46 -0.19
O 17.66392 12.86888 18.81038 -0.16 0.44 0.19 -0.20
C 16.54078 12.72437 17.94973 0.19 -0.11 0.49 -0.10
N 20.56579 13.38304 18.90808 -0.99 0.64 -0.46 0.09
H 19.92081 16.24102 18.46720 -0.68 0.07 0.10 0.05
H 21.16118 15.73996 19.41040 0.03 -0.19 0.59 0.06
H 19.73480 16.34429 20.26509 -0.21 -0.06 -0.04 0.06
H 19.31795 14.04278 20.45192 0.07 0.04 0.15 0.11
H 18.41984 14.35773 17.63538 -0.05 0.02 -0.20 0.11
H 17.48652 14.98278 18.93748 -0.16 -0.19 0.64 0.12
H 16.84373 12.68083 16.90177 0.00 0.18 -0.06 0.08
H 15.85367 13.55563 18.13362 -0.16 0.02 -0.24 0.09
H 16.03233 11.79949 18.20590 0.09 0.00 0.07 0.05
H 20.20672 12.45710 19.11825 0.60 -0.31 -0.13 0.04
H 21.38876 13.60399 19.45265 -0.02 -0.47 -0.06 0.02
C 8.05517 10.72354 19.00093 0.06 1.51 -0.39 -0.06
C 9.55291 10.48673 18.93908 1.00 -1.54 1.71 -0.42
C 10.44322 11.59000 18.42180 -1.06 0.88 -1.40 -0.22
O 11.74479 11.11977 18.12290 -0.50 0.09 0.62 -0.18
C 12.63884 12.14991 17.80143 0.86 0.11 -0.09 -0.12
N 10.00070 10.23493 20.35401 0.03 -0.39 -0.08 0.03
H 7.55003 10.23344 19.82969 0.28 -0.43 -0.09 0.07
H 7.52556 10.53956 18.06647 0.12 -0.19 -0.03 0.08
H 7.92725 11.79138 19.21804 -0.17 0.00 -0.02 0.08
H 9.80413 9.52756 18.47175 -0.23 0.44 -0.98 0.14
H 10.41330 12.46600 19.08203 0.48 -0.35 0.68 0.13
H 9.99999 12.05120 17.52543 0.00 -0.41 -0.40 0.13
H 13.63837 11.71443 17.76693 -0.06 -0.06 -0.10 0.06
H 12.69622 12.95280 18.54498 -0.33 -0.07 0.15 0.10
H 12.46461 12.59987 16.81829 -0.35 -0.07 -0.02 0.09
H 9.72458 9.26816 20.52282 -0.21 0.18 0.43 0.07
H 11.01415 10.13699 20.33502 0.00 0.27 -0.04 0.03
C 19.43820 11.38102 22.91308 0.20 -0.19 1.44 -0.05
C 18.87708 10.29000 22.04140 -0.23 -0.25 -0.02 -0.41
C 18.00967 9.24419 22.76118 0.18 1.96 0.74 -0.19
O 18.53538 8.91679 24.05177 -0.23 -0.20 -0.67 -0.19
C 19.71050 8.15995 24.05938 0.46 -0.85 0.99 -0.13
N 18.09057 10.83904 20.93786 0.47 -1.13 -0.44 0.08
H 20.05426 10.93947 23.70268 0.20 0.06 -0.11 0.07
H 18.67299 11.92439 23.47837 -0.19 0.14 -0.35 0.08
H 20.06827 12.07300 22.35618 -0.10 0.07 -0.15 0.06
H 19.75531 9.72532 21.70330 -0.11 0.25 -0.79 0.12
H 17.73104 8.40051 22.12876 0.67 0.26 0.10 0.11
H 17.08634 9.76627 23.03093 -0.17 -0.23 -0.14 0.12
H 20.40889 8.62094 24.76296 0.27 0.21 -0.41 0.09
H 20.17365 7.93409 23.09689 -0.05 0.52 -0.16 0.10
H 19.53551 7.17112 24.51182 -0.23 0.01 -0.09 0.08
H 18.69769 11.35570 20.31943 -0.23 0.16 -0.18 0.03
H 17.31512 11.42606 21.20728 0.18 0.07 0.22 0.03
C 18.71475 19.97152 19.45316 -0.69 -0.88 -0.96 -0.05
C 17.55117 19.99283 20.46563 1.92 -0.88 0.12 -0.39
C 16.52773 18.88700 20.23345 -0.04 1.03 0.64 -0.20
O 15.40198 19.24031 21.04948 -0.02 -0.72 -0.74 -0.19
C 14.33013 18.33856 20.81278 -0.23 0.93 -0.37 -0.10
N 18.14206 19.66992 21.79654 -0.89 0.41 -0.01 0.03
H 18.38705 19.77813 18.42199 -0.47 0.81 -0.01 0.06
H 19.32500 19.06488 19.52112 0.22 0.22 0.93 0.06
H 19.32992 20.86703 19.47140 0.07 -0.06 0.12 0.08
H 17.09985 20.98276 20.55953 -0.38 -0.11 -0.67 0.14
H 16.92970 17.94259 20.61030 0.22 -0.11 -0.25 0.13
H 16.26598 18.79436 19.17645 -0.27 0.08 0.06 0.10
H 14.15651 18.24583 19.73437 0.14 -0.19 -0.06 0.08
H 13.43818 18.84117 21.18697 -0.02 -0.40 0.39 0.09
H 14.49145 17.34471 21.23450 -0.01 0.04 0.20 0.08
H 17.30972 19.78103 22.37771 0.51 -0.19 0.64 0.08
H 18.79086 20.40598 22.06410 -0.15 0.11 0.04 0.07
C 23.66893 12.87113 19.47815 0.02 1.01 0.29 -0.05
C 22.98203 12.37720 20.73209 -0.24 -1.57 0.99 -0.45
C 23.68972 11.09653 21.23875 0.31 -0.55 -0.65 -0.20
O 23.05186 10.54930 22.36704 -0.21 0.54 0.50 -0.20
C 23.56326 9.30651 22.79773 0.16 0.53 0.51 -0.10
N 22.87733 13.39062 21.75794 1.27 1.45 1.22 0.06
H 23.36393 13.90533 19.28799 -0.26 -0.09 -0.21 0.07
H 23.48428 12.28054 18.58420 0.00 -0.14 0.10 0.08
H 24.73842 13.01207 19.65201 0.07 -0.41 -0.05 0.05
H 21.91269 12.16706 20.64451 0.20 -0.79 -0.92 0.10
H 24.75025 11.32489 21.43119 -0.03 0.23 0.38 0.11
H 23.75016 10.27559 20.50799 -0.26 0.40 -0.54 0.12
H 24.65746 9.28812 22.83004 0.09 0.00 -0.48 0.08
H 23.16092 8.48434 22.20631 0.11 -0.13 -0.09 0.09
H 23.29117 9.20863 23.84752 -0.40 -0.20 -0.05 0.08
H 23.72157 13.95879 21.85968 -0.02 0.04 -0.65 0.08
H 22.84761 13.00504 22.70026 -0.61 -0.51 -0.27 0.07
C 21.65246 15.61082 16.19134 -1.09 -1.71 -1.23 -0.07
C 22.18095 16.98275 15.96431 -0.89 1.66 0.02 -0.40
C 21.75267 17.70083 14.64135 0.75 -1.20 0.83 -0.20
O 21.99448 16.78150 13.59722 -0.47 0.74 -0.57 -0.19
C 22.02484 17.39864 12.32036 0.37 -0.64 -0.11 -0.11
N 21.68626 17.77296 17.09264 0.70 0.62 0.73 0.05
H 21.80649 15.23067 17.19778 0.47 0.04 -0.07 0.06
H 21.95791 14.89145 15.42506 0.75 0.03 0.28 0.08
H 20.57206 15.48255 16.04248 -0.16 0.72 0.31 0.05
H 23.27228 16.94102 15.97526 0.03 0.14 0.19 0.13
H 22.36395 18.59741 14.48074 0.05 0.05 0.19 0.12
H 20.71062 18.02309 14.75074 -0.12 -0.20 -0.33 0.11
H 21.09224 17.87924 12.01394 -0.24 -0.14 0.22 0.08
H 22.26576 16.58175 11.64176 -0.14 0.16 -0.25 0.09
H 22.81532 18.15006 12.22852 0.10 0.04 0.26 0.08
H 22.05374 18.71602 17.13671 0.14 -0.05 -0.13 0.07
H 20.67776 17.85579 17.13163 -0.05 -0.28 -0.34 0.05
C 20.95968 10.23194 16.51590 0.14 0.87 -0.70 -0.04
C 20.45701 9.33914 17.61646 -0.42 0.34 0.35 -0.43
C 21.56978 8.86741 18.54875 -0.83 -0.10 1.08 -0.21
O 22.45116 7.88619 18.06073 0.59 0.12 -0.15 -0.17
C 21.86112 6.82042 17.33470 0.05 0.72 -0.42 -0.10
N 19.52256 10.11125 18.43692 0.83 -0.43 0.81 0.06
H 21.38298 9.68895 15.67038 -0.05 0.00 0.01 0.08
H 21.68136 10.99554 16.82487 0.28 -0.45 0.45 0.08
H 20.16204 10.89647 16.16840 -0.29 -0.49 -0.32 0.06
H 19.98308 8.43601 17.21883 -0.19 0.17 -0.34 0.12
H 21.13923 8.46583 19.48259 -0.49 -0.11 -0.17 0.12
H 22.06039 9.76942 18.92763 0.71 -0.20 -0.49 0.11
H 22.59752 6.02760 17.23740 0.06 0.00 0.17 0.09
H 21.62667 7.19330 16.33345 -0.13 -0.28 -0.15 0.08
H 20.93616 6.42944 17.76667 0.05 0.00 0.31 0.08
H 19.04769 9.52087 19.10438 -0.31 0.24 0.00 0.06
H 18.89634 10.77866 18.01459 -0.04 -0.26 -0.41 0.06
C 17.15976 14.00503 10.49429 0.93 0.66 0.43 -0.05
C 16.51242 13.51823 11.77370 -0.71 0.05 -0.40 -0.44
C 17.29956 13.70150 13.04762 1.01 -1.04 0.60 -0.20
O 18.60077 13.11078 13.01201 -0.29 -0.12 -0.52 -0.18
C 19.30988 13.31089 14.21986 -0.80 0.48 -0.20 -0.09
N 15.20230 14.13806 11.96714 -0.81 -0.08 -0.08 0.04
H 16.47371 14.08738 9.65440 -0.11 -0.13 0.08 0.08
H 18.01807 13.39140 10.22024 -0.22 -0.29 -0.01 0.08
H 17.62291 14.97973 10.68631 -0.28 0.21 -0.16 0.08
H 16.31775 12.44951 11.65675 0.19 -0.11 0.05 0.12
H 16.75964 13.10564 13.79241 -0.29 0.56 0.40 0.10
H 17.39222 14.74703 13.36041 -0.23 0.20 -0.13 0.12
H 20.09250 12.56259 14.28505 0.24 0.22 -0.03 0.09
H 18.65210 13.22680 15.09368 -0.06 -0.30 0.03 0.08
H 19.66282 14.34762 14.22799 0.56 -0.10 0.09 0.07
H 14.78952 14.08791 12.88518 0.30 -0.23 0.11 0.05
H 14.95657 15.02572 11.56130 0.64 0.06 -0.24 0.07
C 16.02613 9.24480 17.20130 0.31 0.85 -1.12 -0.07
C 15.15786 7.99843 16.94704 1.01 1.62 1.70 -0.40
C 15.94479 6.76775 17.37377 -1.17 -1.02 -0.61 -0.22
O 17.00668 6.63490 16.45237 -0.07 -0.53 -0.28 -0.19
C 17.83057 5.50857 16.66661 1.25 0.99 0.66 -0.11
N 13.92931 8.20858 17.70469 -0.85 -1.17 0.01 0.05
H 15.40807 10.13232 17.03693 -0.12 -0.04 0.04 0.03
H 16.85158 9.39788 16.49459 0.12 -0.39 0.13 0.08
H 16.42533 9.35158 18.21178 -0.07 -0.42 0.13 0.07
H 14.96291 7.90627 15.87814 -0.18 -0.07 0.02 0.13
H 15.25914 5.91166 17.28432 0.06 -0.15 -0.12 0.12
H 16.26983 6.71927 18.41974 0.27 0.65 0.05 0.12
H 18.39021 5.71102 17.58960 -0.14 -0.46 0.34 0.08
H 18.62763 5.50874 15.92255 -0.35 0.01 -0.40 0.08
H 17.39054 4.51231 16.71391 -0.60 0.17 -0.08 0.09
H 13.48923 9.08838 17.47196 0.00 0.00 -0.24 0.04
H 14.03006 8.21393 18.72734 0.46 -0.10 -0.51 0.04